ORCA calculation (the ωB97M-V functional and the def2-TZVPD basis) on one molecule with the formula C2H2N2OS2Si.

The geometry in XYZ format:
```
10
Properties=species:S:1:pos:R:3:forces:R:3
N -3.902 1.001 -0.430 0.7 0.4 -0.4
C -2.927 1.370 -0.944 -0.9 -0.9 0.7
S -1.466 1.776 -1.654 0.9 -0.2 -0.1
O -0.553 0.363 -1.455 -1.3 1.2 -1.2
Si 0.192 -0.195 -0.159 4.8 2.4 -0.4
N 1.625 1.356 0.595 -0.1 -0.5 -1.3
C 2.529 2.157 0.658 -1.0 -0.8 0.7
S 3.710 3.249 0.997 -1.3 -1.2 -0.7
H 1.098 -1.229 -0.689 -0.3 0.0 0.5
H -0.562 -0.176 0.961 -1.5 -0.4 2.3
```
Forces are in eV/Å.

For the orbital gap, the calculation gives 7.19 eV. Its structure (SMILES) is N#CSO[SiH2]N=C=S. Its LUMO energy is -0.0529 Ha. For the energy above the lowest of the compared OMol25 structures with the same formula, charge and spin, the calculation gives 1.392 eV. The value obtained for the total energy is -1347.98258 hartree.

=====

ORCA calculation (the ωB97M-V functional and the def2-TZVPD basis) on a 2-piece molecular cluster, C5H13NO overall.

The geometry in XYZ format:
```
20
Properties=species:S:1:pos:R:3:forces:R:3
C -1.006 -3.044 -0.196 0.5 0.4 -1.5
C -0.789 -1.897 0.738 -1.3 0.6 4.6
C -0.462 -0.475 0.274 1.7 -1.5 -1.2
C 0.207 0.429 1.075 -2.1 0.2 -1.8
C 1.173 1.411 0.516 -0.1 0.1 -3.5
N -0.213 0.628 2.364 1.1 0.4 1.1
H -1.443 -2.412 -1.010 -0.4 -2.1 -0.4
H -1.411 -4.027 0.182 -0.8 1.7 -0.3
H -0.027 -3.440 -0.495 0.1 0.6 -0.6
H -1.706 -1.744 1.434 1.0 -0.8 -0.8
H 0.016 -2.285 1.396 -0.3 0.8 0.3
H -0.524 -0.417 -0.847 0.9 0.4 1.1
H 2.177 1.139 0.887 -0.4 0.9 0.1
H 0.845 2.482 0.438 0.6 -0.7 1.2
H 1.255 1.188 -0.631 -0.1 0.0 2.0
H 0.260 1.232 3.052 -0.2 -0.9 -0.9
H -0.801 -0.086 2.720 -0.4 -0.3 0.6
O 1.073 3.959 -4.157 0.1 0.0 0.0
H 1.255 3.376 -3.404 -0.5 0.3 -0.4
H 0.122 3.984 -4.338 0.4 -0.3 0.4
```
Forces are in eV/Å.

For the orbital gap, the calculation gives 8.03 eV. Its structure (SMILES) is CC/C=C(/C)N.O. Its LUMO energy is 0.0256 Ha. For the energy above the lowest of the compared OMol25 structures with the same formula, charge and spin, the calculation gives 2.964 eV. The value obtained for the total energy is -328.20992 hartree.